# 1
Below is a structure of composition C28H45BrN2P2V at a distorted geometry, with properties calculated with ωB97M-V with the def2-TZVPD basis set.

Geometry (Å):
Br  1.8967  -0.3531  4.3904
V  0.5891  -0.9271  -0.4148
P  -0.8949  3.2242  3.1219
P  -1.1014  0.5015  -1.6499
N  0.6338  -7.8203  -1.8113
N  2.2313  -0.1400  -1.4187
C  -0.4861  -5.6943  -1.9368
C  0.5888  4.9067  1.6221
C  -0.0940  -1.2343  2.5867
C  1.2765  -1.0883  2.8221
C  1.8109  -7.1976  -1.9515
C  0.8710  -3.6217  -1.6050
C  -0.6107  2.2153  -2.1851
C  -2.1942  1.9781  2.7926
C  2.1758  -1.4586  1.7810
C  0.1914  2.3855  4.3286
C  -1.2576  2.6509  -3.4976
C  2.9611  0.7072  -1.7566
C  -2.8097  0.8667  -1.0549
C  -3.6934  -0.3202  -0.6879
C  0.3706  -2.6719  0.6512
C  -0.1162  2.6710  5.7973
C  -0.5407  -1.9596  1.4825
C  -3.5740  2.4972  3.2126
C  -0.1552  -1.0732  -3.7281
C  4.4636  2.6834  -1.1268
C  0.7604  -5.0047  -1.9643
C  1.7737  -2.3949  0.8048
C  4.0450  1.6198  -2.1711
C  1.9261  -5.8155  -2.1384
C  -0.4808  -7.0855  -1.7851
C  -0.0547  -2.9424  -0.7775
C  0.2128  3.4202  1.6730
C  -1.4408  -0.5116  -3.1546
H  0.6186  -0.2888  -3.8069
H  -2.6723  1.5066  -0.1648
H  -1.6110  -2.0633  1.3020
H  0.2324  -1.8971  -3.1229
H  4.9250  0.9983  -2.4325
H  -3.3291  1.4695  -1.8236
H  -1.4287  -5.1752  -2.0009
H  -4.6475  0.0561  -0.2901
H  -1.9281  1.0835  3.3705
H  1.8421  -3.1498  -1.8206
H  -2.3254  2.3989  -3.5495
H  2.7071  -7.8406  -1.9482
H  -1.1000  -3.2663  -0.8909
H  -2.0027  0.0704  -3.8958
H  3.7129  2.1340  -3.0863
H  -0.3387  -1.4726  -4.7391
H  -0.8913  2.9250  -1.3851
H  -0.2200  5.5320  2.0282
H  1.0908  2.7804  1.8348
H  2.8965  -5.3742  -2.3209
H  -1.1241  2.3411  6.0886
H  -0.3264  3.0927  0.7719
H  -3.5890  2.7590  4.2784
H  -4.3260  1.7189  3.0400
H  -0.0412  3.7425  6.0100
H  1.2261  2.6652  4.0822
H  0.7729  5.2417  0.5991
H  -3.9427  -0.9690  -1.5378
H  -3.2521  -0.9543  0.0931
H  0.4861  2.2568  -2.2592
H  3.2132  -1.1351  1.8151
H  0.6151  2.1500  6.4272
H  -0.7738  2.1852  -4.3670
H  -2.1163  -1.3146  -2.8251
H  -2.1582  1.7428  1.7195
H  -0.7987  -0.8192  3.2873
H  -1.1808  3.7390  -3.6315
H  2.4957  -2.9637  0.1941
H  3.7101  3.4758  -1.0518
H  1.4845  5.1187  2.2208
H  5.3982  3.1784  -1.4028
H  -3.8666  3.3911  2.6449
H  -1.4208  -7.6310  -1.6595
H  4.6301  2.2293  -0.1400
H  0.0799  1.3193  4.0943

The frontier orbital gap (alpha / beta) is 4.10 / 4.11 eV. The spin multiplicity is 4. As for the expectation value of S²: 3.8047. For the energy relative to the best compared isomer or geometry (same formula, charge and spin), the calculation gives 39.9 kcal/mol. The calculation puts the strongest force on any atom at 0.0490 Eh/bohr. The value obtained for the molar mass is 602.48 g mol⁻¹. Its HOMO energy (alpha / beta) is -12.0 / -12.0 eV. As for the charge: +2.

# 2
Below is a structure of composition C28H45ErF9OP2 at a distorted geometry, with properties calculated with ωB97M-V with the def2-TZVPD basis set.

Geometry (Å):
Er  -0.5177  -0.0991  0.4322
P  -0.1529  2.7096  -0.3084
P  -1.4245  -1.7407  -1.8594
F  -4.4477  -1.7712  0.4905
F  -5.6775  0.9106  2.6854
F  -3.6758  2.8190  1.4025
F  -3.6436  2.0674  -0.6643
F  -6.1549  -0.4016  0.5401
F  -3.6177  0.9939  3.3657
F  -4.7076  -0.2712  -1.1016
F  -5.5408  2.1434  0.4424
F  -4.5508  -0.9419  2.9293
O  -2.5387  0.1986  0.8659
C  1.2351  -0.1104  2.3615
C  -2.7499  -2.9611  -1.5556
C  1.1937  3.5197  0.6206
C  3.7507  1.6466  -0.9800
C  -1.8461  -2.0947  3.0543
C  3.8237  1.6325  -2.4798
C  2.8744  -1.8736  1.4767
C  -1.4313  4.0109  -0.2031
C  -4.2183  1.8859  0.5619
C  2.7614  0.7766  -3.2194
C  -0.0939  -0.1953  2.8697
C  2.2464  0.9040  2.7320
C  -0.6200  -1.4789  2.5110
C  0.3363  -2.1463  1.6995
C  -4.8328  -0.4815  0.2431
C  -3.9145  0.4651  1.0372
C  0.2381  -3.5414  1.1854
C  1.5216  -1.3423  1.6915
C  2.3919  -1.1077  -1.6461
C  1.8781  -0.0824  -2.3456
C  -4.4557  0.3529  2.4991
C  4.8315  -0.5869  -0.8642
C  -0.3353  -2.7815  -2.9006
C  4.2311  0.6383  -0.2352
C  3.8586  -1.4516  -1.7123
C  -2.2680  -0.6975  -3.1123
C  -0.7286  0.8338  3.7252
C  0.4276  2.9329  -2.0322
H  -1.9624  -3.1295  2.7286
H  -1.0486  5.0072  -0.4702
H  -1.8191  4.0204  0.8226
H  0.4597  -2.1776  -3.3519
H  -0.1880  1.7858  3.6984
H  1.7861  1.8602  3.0121
H  -0.2116  2.3406  -2.7012
H  -2.2643  3.7437  -0.8626
H  3.3149  0.1514  -3.9434
H  1.4558  2.5610  -2.1387
H  0.9217  3.5831  1.6820
H  1.7626  -1.8450  -1.1299
H  2.8656  0.5694  3.5810
H  -0.7635  -3.7434  0.7800
H  -3.0257  -0.0787  -2.6127
H  -0.8061  0.4993  4.7696
H  0.7975  0.0916  -2.4549
H  4.8220  1.2859  -2.7973
H  -2.7660  -1.3241  -3.8686
H  0.4381  -4.2804  1.9772
H  5.6760  -0.2959  -1.5146
H  4.2198  -1.4088  -2.7559
H  -1.8662  -2.0549  4.1485
H  -2.9930  -3.5175  -2.4721
H  3.5194  2.6204  -0.5428
H  0.9638  -3.7164  0.3835
H  3.9878  -2.4977  -1.3877
H  1.3914  4.5254  0.2225
H  -1.5472  -0.0294  -3.6019
H  0.3771  3.9891  -2.3374
H  -2.7076  -1.5470  2.6950
H  2.1305  1.4499  -3.8195
H  2.9141  -2.5144  0.5904
H  3.7387  2.6722  -2.8321
H  5.2684  -1.2159  -0.0731
H  4.4520  0.7666  0.8290
H  2.1003  2.9116  0.5446
H  3.5858  -1.0616  1.3277
H  0.1482  -3.5287  -2.2568
H  2.9171  1.0813  1.8856
H  -1.7366  1.0383  3.3656
H  -0.9151  -3.2950  -3.6822
H  3.2300  -2.4777  2.3340
H  -3.6439  -2.4412  -1.2052
H  -2.4347  -3.6567  -0.7678

The frontier orbital gap (alpha / beta) is 8.01 / 8.10 eV. The spin multiplicity is 4. As for the expectation value of S²: 3.7535. For the energy relative to the best compared isomer or geometry (same formula, charge and spin), the calculation gives 0.5 kcal/mol. The calculation puts the strongest force on any atom at 0.0519 Eh/bohr. The value obtained for the molar mass is 797.86 g mol⁻¹. Its HOMO energy (alpha / beta) is -10.6 / -10.6 eV. As for the charge: +1.

# 3
Below is a structure of composition C28H45F9OP2Pt at a distorted geometry, with properties calculated with ωB97M-V with the def2-TZVPD basis set.

Geometry (Å):
Pt  0.0819  -0.1200  0.0094
P  -0.8890  -1.6149  -1.5746
P  -1.3474  0.3996  1.7800
F  -1.2980  -3.0465  1.6636
F  2.0477  -4.5462  3.4068
F  3.0991  -4.9823  1.5074
F  -0.4991  -4.6781  2.7768
F  0.3000  -2.9368  3.4503
F  3.5989  -3.2285  2.4938
F  0.9613  -5.9347  1.6103
F  1.5273  -5.3136  -0.3794
F  -0.6347  -5.1974  0.3357
O  0.6195  -1.9255  0.6809
C  -0.7992  3.8938  -3.1524
C  -1.6153  -0.8765  3.2038
C  2.1675  -1.0210  -0.0836
C  0.7002  -4.9206  0.6809
C  2.2820  2.1803  1.9110
C  -2.1804  2.3493  -1.7244
C  2.4463  -3.9698  2.2086
C  -0.1282  -3.4371  2.2581
C  2.4772  2.3971  -1.3727
C  -0.7713  1.5127  3.2322
C  2.2535  -0.8675  2.5954
C  -1.5532  4.3300  -0.0198
C  -0.0017  -3.2712  -1.8629
C  2.6929  -2.4657  -0.1685
C  -3.2477  0.5563  1.7617
C  -1.0655  -1.3253  -3.4494
C  2.4335  -0.3846  -2.6632
C  1.8137  1.1246  0.8740
C  1.8449  1.2135  -0.6036
C  -1.0638  2.5838  -2.4409
C  -0.4216  4.5054  -0.6842
C  1.0012  -3.2075  1.1577
C  -2.9338  4.5119  -0.6525
C  -2.6144  -2.3634  -1.3418
C  1.9801  -0.2847  1.1982
C  -0.4181  4.9902  -2.1446
C  2.0121  -0.1035  -1.2088
C  -3.3119  3.3550  -1.5883
H  -1.6847  4.1922  -3.7142
H  -2.4044  1.4861  -1.1419
H  -0.0272  3.7508  -3.9084
H  2.4161  3.3526  -0.8576
H  -0.1230  -0.9935  -3.8826
H  -1.6303  1.8948  3.7846
H  3.5474  2.2114  -1.4641
H  0.1976  -3.8087  -0.9390
H  2.0784  -3.1672  0.3911
H  -1.1273  5.8107  -2.2455
H  -0.1731  2.3601  2.9146
H  3.2893  -0.6971  2.8870
H  -3.6873  4.6934  0.1120
H  0.4735  4.6244  -0.1352
H  1.6144  -0.4145  3.3500
H  2.0151  1.8894  2.9252
H  -0.6650  -1.2651  3.5714
H  -2.1339  -0.4523  4.0649
H  -3.5614  1.5761  1.5977
H  -2.2265  -1.7162  2.8706
H  0.9358  -3.1209  -2.3894
H  -2.9525  5.4422  -1.2178
H  -2.7109  -2.7930  -0.3451
H  -1.5740  4.3219  1.0417
H  -1.8319  -0.5798  -3.6600
H  2.1149  2.4890  -2.3923
H  1.9436  0.2947  -3.3597
H  -3.5836  3.7388  -2.5718
H  -3.6727  -0.0814  0.9875
H  1.9443  3.2015  1.7764
H  -3.3839  -1.6018  -1.4639
H  -0.2504  1.9202  -2.5759
H  2.1903  -1.3977  -2.9720
H  3.5096  -0.2563  -2.7782
H  -4.2064  2.8421  -1.2353
H  0.5134  5.4868  -2.4046
H  -1.3654  -2.2402  -3.9600
H  -0.6092  -3.9287  -2.4841
H  -3.7226  0.2802  2.7023
H  -0.1300  0.9792  3.9335
H  3.3710  2.2252  1.8930
H  3.6948  -2.5167  0.2568
H  2.7716  -2.8215  -1.1927
H  2.0759  -1.9422  2.6221
H  -2.8059  -3.1491  -2.0723

The frontier orbital gap (alpha / beta) is 6.63 / 3.70 eV. The spin multiplicity is 5. As for the expectation value of S²: 6.0173. For the energy relative to the best compared isomer or geometry (same formula, charge and spin), the calculation gives 307.6 kcal/mol. The calculation puts the strongest force on any atom at 0.1612 Eh/bohr. The value obtained for the molar mass is 825.68 g mol⁻¹. Its HOMO energy (alpha / beta) is -13.1 / -13.8 eV. As for the charge: +2.

# 4
Below is a structure of composition C28H46BBeF4N2O6 at a distorted geometry, with properties calculated with ωB97M-V with the def2-TZVPD basis set.

Geometry (Å):
F  -16.6240  14.0726  -1.5589
F  -15.4596  14.7954  -3.2585
F  -14.4580  14.6310  -1.1134
F  -15.1477  12.7981  -2.3870
O  -16.3880  17.9459  0.4136
O  -14.5272  15.0763  -5.8341
O  -12.7016  17.0417  -3.1241
O  -17.4031  11.2540  -4.2943
O  -12.3584  10.9463  -1.2892
O  -14.6118  10.5868  -4.0696
N  -12.8646  13.0353  -4.6824
N  -17.5105  14.2785  -5.1904
C  -18.6072  16.3198  -6.1460
C  -18.1390  10.4854  -3.7093
C  -19.2976  16.6078  -4.9583
C  -10.8921  11.5922  -4.8490
C  -12.5704  17.1774  -0.7175
C  -17.0421  16.9886  0.0416
C  -15.0980  17.4064  -5.8042
C  -17.1794  15.7658  0.9317
C  -10.9329  13.4218  -3.2475
C  -13.0784  17.5315  -2.1008
C  -12.1983  13.7248  -3.7548
C  -10.2574  12.3373  -3.7926
C  -17.7697  15.1862  -6.2051
C  -12.5289  11.7869  -0.4119
C  -12.6663  16.5374  -6.3632
C  -14.3493  9.5240  -3.5671
C  -14.2394  18.5606  -2.1781
C  -19.2675  15.6170  -3.9627
C  -14.1210  16.2003  -5.9671
C  -13.2789  8.5837  -4.1695
C  -18.3687  14.5031  -4.1510
C  -18.6268  9.2172  -4.4108
C  -11.3894  12.7260  -0.0221
C  -17.7601  16.9441  -1.2748
C  -12.1319  12.0468  -5.3222
C  -14.8121  9.1992  -2.1683
C  -18.6925  10.9098  -2.4269
C  -13.7726  11.8064  0.4121
B  -15.3565  14.1292  -2.1010
Be  -15.5119  12.7943  -5.0168
H  -19.5491  8.8183  -3.9884
H  -10.3616  10.7964  -5.3509
H  -13.4708  7.5300  -3.9671
H  -15.1920  17.4011  -4.7183
H  -13.9436  8.9258  -1.5690
H  -12.6197  16.3366  -7.4335
H  -13.7738  10.9797  1.1225
H  -14.5373  18.2927  -6.1009
H  -13.8921  19.4746  -1.6963
H  -12.5540  11.5569  -6.1872
H  -12.3065  8.9576  -3.8488
H  -11.7867  16.4283  -0.8308
H  -19.8040  15.7657  -3.0373
H  -18.1104  11.6593  -1.8907
H  -13.3193  8.6819  -5.2543
H  -10.5304  12.5087  -0.6570
H  -18.9078  16.8922  -7.0111
H  -12.1877  18.0288  -0.1547
H  -14.0594  12.7917  0.7796
H  -18.0995  15.1860  0.8587
H  -14.5624  18.6863  -3.2115
H  -18.1889  17.8997  -1.5765
H  -17.0401  16.8561  -2.0884
H  -19.9810  17.4328  -4.8213
H  -14.6130  11.5811  -0.2444
H  -11.6500  13.7777  -0.1406
H  -12.0686  15.7795  -5.8566
H  -10.4537  14.0325  -2.4966
H  -19.6274  11.3667  -2.7516
H  -9.2812  11.9578  -3.5293
H  -17.2014  15.1518  -7.1228
H  -18.3022  13.7581  -3.3719
H  -17.8762  8.4337  -4.5138
H  -18.9496  10.0637  -1.7896
H  -16.4476  15.0562  0.5454
H  -15.6062  8.4736  -2.3444
H  -16.7727  15.9952  1.9166
H  -13.4561  16.8482  -0.1741
H  -15.1071  18.1991  -1.6263
H  -18.3808  16.0636  -1.4408
H  -12.2339  17.5372  -6.3248
H  -12.7361  14.4593  -3.1737
H  -15.2814  10.0177  -1.6226
H  -18.7965  9.6473  -5.3979
H  -11.2026  12.6688  1.0503
H  -16.0477  17.3308  -6.3337

The frontier orbital gap (alpha / beta) is 6.32 / 9.09 eV. The spin multiplicity is 2. As for the expectation value of S²: 0.7506. The calculation puts the strongest force on any atom at 0.0716 Eh/bohr. The value obtained for the molar mass is 602.50 g mol⁻¹. Its HOMO energy (alpha / beta) is -5.8 / -8.9 eV. As for the charge: 0.

# 5
Below is a structure of composition C28H46BIrN6S5Sb, with properties calculated with ωB97M-V with the def2-TZVPD basis set.

Geometry (Å):
Ir  0.3528  0.7257  0.0241
Sb  0.3589  4.0727  -2.9105
S  0.2101  1.7021  -2.5256
S  1.8755  2.9261  -0.1560
S  0.7296  4.6495  -0.5226
S  2.3642  4.3712  -3.9371
S  1.5606  0.6395  2.0685
N  0.3368  -1.5123  -2.1028
N  1.3233  -0.8544  -1.4312
N  -1.9750  -0.5163  -1.4603
N  -0.8127  -1.5863  1.0505
N  -1.7799  0.4965  -0.5767
N  -0.9286  -2.3557  -0.0655
C  -1.1324  -3.6473  0.2671
C  3.9245  1.0097  -2.6548
C  -3.6360  -1.2309  -3.1864
C  2.1190  -1.5959  -3.3854
C  -3.0940  2.4578  0.2948
C  4.8477  -1.2836  -2.3636
C  -2.1053  -2.8106  4.2551
C  -1.9747  2.6651  1.3034
C  3.0667  2.2147  3.6845
C  0.7960  -1.9568  -3.2863
C  2.4123  -0.9034  -2.2018
C  -0.0409  -2.7020  -4.2705
C  -0.9923  -2.4012  2.0867
C  -3.7019  0.8393  -1.6435
C  -4.3774  2.1189  1.0684
C  3.7662  -0.3076  -1.8833
C  -1.2695  -4.7331  -0.7462
C  -3.3214  3.7439  -0.5063
C  3.3291  4.4228  1.6575
C  -1.1812  -3.7232  1.6381
C  2.3838  2.1648  2.3336
C  2.5169  3.1780  1.4534
C  0.2745  -2.1166  4.2320
C  3.9731  -0.0729  -0.3932
C  -2.8273  1.3103  -0.6539
C  -1.0743  -1.9392  3.5264
C  -1.5399  -0.4889  3.6040
C  -3.1294  -0.3176  -2.1222
B  -1.0506  -1.7597  -1.4787
H  3.7897  0.8559  -3.7259
H  3.6947  4.5046  2.6780
H  -2.1859  3.5589  1.8967
H  4.8394  -1.3976  -3.4475
H  -1.7842  -3.8519  4.3081
H  -1.5930  -2.5714  -2.1706
H  2.9389  3.1872  4.1607
H  2.7824  -1.8127  -4.2035
H  2.6533  1.4553  4.3451
H  3.2063  1.7639  -2.3392
H  3.8148  -0.9829  0.1884
H  -2.4861  -0.3562  3.0745
H  -0.8125  0.1907  3.1747
H  -4.0657  3.5956  -1.2897
H  -1.0121  2.8403  0.8215
H  -4.2759  1.1672  1.5925
H  -0.5703  -3.5348  -3.8116
H  3.3007  0.6758  0.0107
H  4.9960  0.2766  -0.2314
H  -3.0759  -2.7794  3.7587
H  5.8281  -0.8962  -2.0808
H  -3.0453  -1.1395  -4.0991
H  4.1382  2.0245  3.5876
H  -4.5743  2.9005  1.8053
H  -2.2250  -2.4500  5.2786
H  1.0445  -1.4916  3.7887
H  4.9237  1.4210  -2.4893
H  0.1797  -1.8493  5.2885
H  -1.6910  -0.2130  4.6520
H  -2.1726  -4.6185  -1.3472
H  -4.6442  1.2615  -1.9461
H  -1.3157  -5.6985  -0.2420
H  -3.6745  4.5395  0.1541
H  4.7262  -2.2714  -1.9163
H  -0.7873  -2.0528  -4.7307
H  -2.3971  4.0830  -0.9761
H  0.5997  -3.0900  -5.0622
H  4.1888  4.4393  0.9841
H  -0.4216  -4.7484  -1.4323
H  -1.8848  1.8167  1.9781
H  0.5963  -3.1587  4.1762
H  -3.6076  -2.2738  -2.8795
H  2.7380  5.3129  1.4309
H  -1.3480  -4.6104  2.2236
H  -5.2404  2.0499  0.4040
H  -4.6654  -0.9646  -3.4242

The frontier orbital gap (alpha / beta) is 6.48 / 5.04 eV. The spin multiplicity is 5. As for the expectation value of S²: 6.0229. The calculation puts the strongest force on any atom at 0.0090 Eh/bohr. The value obtained for the molar mass is 951.84 g mol⁻¹. Its HOMO energy (alpha / beta) is -4.1 / -4.6 eV. As for the charge: -1.